# 1
C16H24N2O8 | wB97M-V/def2-TZVPD

Each atom is followed by the atoms it is bonded to, with distances in Å.
Element x y z (Å)
1 C 3.205 2.424 -0.237  C2 1.521, H48 1.088, H49 1.086, H50 1.087
2 C 2.111 3.288 -0.844  C1 1.521, H3 1.092, H4 1.095, O5 1.434
3 H 2.468 4.302 -1.039  C2 1.092
4 H 1.727 2.844 -1.768  C2 1.095
5 O 1.024 3.451 0.078  C2 1.434, C6 1.320
6 C 0.070 2.539 0.061  O5 1.320, O7 1.207, C8 1.524
7 O -0.014 1.636 -0.735  C6 1.207
8 C -0.924 2.792 1.189  C6 1.524, H9 1.094, H10 1.096, O11 1.414
9 H -1.656 3.539 0.867  C8 1.094
10 H -0.363 3.172 2.051  C8 1.096
11 O -1.697 1.663 1.544  C8 1.414, N12 1.405
12 N -1.030 0.428 1.477  O11 1.405, C13 1.348, C19 1.452
13 C 0.259 0.351 1.864  N12 1.348, O14 1.215, C15 1.535
14 O 0.805 1.186 2.557  C13 1.215
15 C 1.064 -0.805 1.255  C13 1.535, O16 1.214, N17 1.341
16 O 2.260 -0.678 1.086  C15 1.214
17 N 0.342 -1.871 0.881  C15 1.341, C18 1.447, O34 1.402
18 C -1.097 -1.931 1.022  N17 1.447, C19 1.530, C23 1.531, H33 1.093
19 C -1.682 -0.568 0.645  N12 1.452, C18 1.530, C20 1.529, H32 1.099
20 C -3.195 -0.561 0.864  C19 1.529, C21 1.525, H30 1.090, H31 1.091
21 C -3.558 -0.972 2.287  C20 1.525, C22 1.524, H28 1.091, H29 1.091
22 C -3.001 -2.356 2.598  C21 1.524, C23 1.525, H26 1.091, H27 1.092
23 C -1.484 -2.355 2.442  C18 1.531, C22 1.525, H24 1.091, H25 1.092
24 H -1.075 -3.348 2.637  C23 1.091
25 H -1.042 -1.660 3.159  C23 1.092
26 H -3.263 -2.647 3.617  C22 1.091
27 H -3.438 -3.089 1.916  C22 1.092
28 H -3.147 -0.244 2.987  C21 1.091
29 H -4.643 -0.971 2.399  C21 1.091
30 H -3.581 0.436 0.654  C20 1.090
31 H -3.636 -1.257 0.150  C20 1.091
32 H -1.467 -0.354 -0.412  C19 1.099
33 H -1.449 -2.673 0.300  C18 1.093
34 O 0.936 -2.962 0.232  N17 1.402, C35 1.416
35 C 1.674 -2.617 -0.926  O34 1.416, C36 1.525, H46 1.093, H47 1.096
36 C 0.879 -1.722 -1.872  C35 1.525, O37 1.204, O38 1.321
37 O -0.324 -1.682 -1.916  C36 1.204
38 O 1.687 -0.990 -2.618  C36 1.321, C39 1.435
39 C 1.063 -0.035 -3.488  O38 1.435, C40 1.516, H44 1.095, H45 1.095
40 C 2.153 0.684 -4.260  C39 1.516, H41 1.087, H42 1.087, H43 1.086
41 H 2.842 1.162 -3.569  C40 1.087
42 H 2.709 -0.021 -4.872  C40 1.087
43 H 1.708 1.438 -4.902  C40 1.086
44 H 0.480 0.655 -2.870  C39 1.095
45 H 0.376 -0.564 -4.158  C39 1.095
46 H 1.882 -3.575 -1.410  C35 1.093
47 H 2.614 -2.119 -0.666  C35 1.096
48 H 2.834 1.427 -0.012  C1 1.088
49 H 4.034 2.342 -0.935  C1 1.086
50 H 3.560 2.869 0.689  C1 1.087

Results
LUMO energy, eV: 0.774
E, Ha: -1335.45367
Kohn-Sham gap, eV: 10.0
Net charge: 0
E_HOMO, hartree: -0.33852
Energy above the lowest of the compared OMol25 structures with the same formula, charge and spin, kcal/mol: 110.4

natural (NBO) atomic charge list, values in e, 8 entries: C -0.6422; C -0.0754; H 0.1906; H 0.1919; O -0.4929; C 0.7890; O -0.6304; C -0.1813

---

# 2
C19H37NO15 | wB97M-V/def2-TZVPD

Each atom is followed by the atoms it is bonded to, with distances in Å.
Element x y z (Å)
1 C -2.124 0.518 -0.107  O2 1.412, H7 1.104, H8 1.063, H9 1.154
2 O -1.493 -0.126 0.980  C1 1.412, C3 1.368
3 C -1.497 -1.493 0.921  O2 1.368, O4 1.445, O5 1.309
4 O -1.656 -2.252 -0.298  C3 1.445
5 O -1.329 -2.110 2.063  C3 1.309, C6 1.428
6 C -1.145 -3.524 2.147  O5 1.428, H10 1.039, H11 1.072, H12 1.159
7 H -2.633 1.463 0.152  C1 1.104
8 H -2.795 -0.090 -0.663  C1 1.063
9 H -1.257 0.709 -0.844  C1 1.154
10 H -1.054 -3.818 3.139  C6 1.039
11 H -0.260 -3.659 1.558  C6 1.072
12 H -2.082 -3.875 1.562  C6 1.159
13 C 0.600 2.919 -2.374  O14 1.435, H19 1.114, H20 1.129, H21 1.091
14 O -0.131 1.848 -2.988  C13 1.435, C15 1.323
15 C 0.325 0.617 -2.821  O14 1.323, O16 1.395, O17 1.309
16 O 1.538 0.426 -2.160  C15 1.395
17 O -0.451 -0.302 -3.337  C15 1.309, C18 1.383
18 C -0.284 -1.622 -2.961  O17 1.383, H22 1.130, H23 1.038, H24 1.101
19 H 0.873 2.826 -1.298  C13 1.114
20 H -0.115 3.792 -2.356  C13 1.129
21 H 1.416 3.239 -3.023  C13 1.091
22 H 0.572 -1.749 -2.234  C18 1.130
23 H 0.002 -2.191 -3.781  C18 1.038
24 H -1.187 -2.056 -2.504  C18 1.101
25 C -2.891 4.797 -3.835  O26 1.437, H31 1.146, H32 1.076, H33 0.988
26 O -2.758 3.505 -4.450  C25 1.437, C27 1.355
27 C -3.118 2.365 -3.813  O26 1.355, O28 1.407, O29 1.418
28 O -3.457 2.417 -2.448  C27 1.407
29 O -3.065 1.166 -4.569  C27 1.418, C30 1.423
30 C -3.467 -0.088 -4.029  O29 1.423, H34 1.147, H35 1.128, H36 1.117
31 H -3.960 4.897 -3.434  C25 1.146
32 H -2.694 5.650 -4.460  C25 1.076
33 H -2.290 4.938 -3.063  C25 0.988
34 H -4.591 -0.016 -3.812  C30 1.147
35 H -2.896 -0.375 -3.099  C30 1.128
36 H -3.359 -0.981 -4.691  C30 1.117
37 C 0.304 3.171 1.989  O38 1.441, H43 1.067, H44 1.057, H45 1.056
38 O 1.389 3.347 2.921  C37 1.441, C39 1.381
39 C 1.246 4.443 3.749  O38 1.381, O40 1.387, O41 1.353
40 O 0.203 5.357 3.764  C39 1.387
41 O 2.390 4.692 4.428  C39 1.353, C42 1.413
42 C 2.333 5.807 5.294  O41 1.413, H46 1.109, H47 1.040, H48 1.025
43 H 0.677 3.391 1.014  C37 1.067
44 H -0.611 3.643 2.230  C37 1.057
45 H 0.083 2.139 2.032  C37 1.056
46 H 1.395 5.764 5.885  C42 1.109
47 H 2.153 6.690 4.775  C42 1.040
48 H 3.106 5.976 5.946  C42 1.025
49 C 2.376 -2.618 5.158  O50 1.412, H55 1.062, H56 1.096, H57 1.099
50 O 2.209 -1.422 4.426  C49 1.412, C51 1.327
51 C 2.116 -1.430 3.102  O50 1.327, O52 1.387, O53 1.326
52 O 2.238 -2.568 2.319  C51 1.387
53 O 1.803 -0.261 2.559  C51 1.326, C54 1.440
54 C 1.951 -0.036 1.144  O53 1.440, H58 1.108, H59 1.023, H60 1.105
55 H 1.473 -3.172 5.227  C49 1.062
56 H 2.665 -2.522 6.211  C49 1.096
57 H 3.181 -3.225 4.721  C49 1.099
58 H 1.223 0.786 0.997  C54 1.108
59 H 1.731 -0.890 0.625  C54 1.023
60 H 3.003 0.221 0.922  C54 1.105
61 C 2.122 -3.339 -0.688  C62 1.583, H66 1.031, H67 1.070, H68 1.064
62 C 1.624 -4.624 -1.466  C61 1.583, C63 1.468, H69 1.054, H70 1.117
63 C 0.256 -5.060 -1.162  C62 1.468, C64 1.460, H71 0.984, H72 1.067
64 C -0.113 -6.224 -1.963  C63 1.460, N65 1.154
65 N -0.357 -7.124 -2.643  C64 1.154
66 H 1.307 -2.770 -0.414  C61 1.031
67 H 2.698 -2.600 -1.205  C61 1.070
68 H 2.701 -3.609 0.163  C61 1.064
69 H 2.202 -5.428 -1.106  C62 1.054
70 H 1.834 -4.475 -2.553  C62 1.117
71 H -0.451 -4.396 -1.325  C63 0.984
72 H 0.222 -5.418 -0.157  C63 1.067

Results
LUMO energy, eV: 0.488
E, Ha: -1929.21074
Kohn-Sham gap, eV: 10.8
Net charge: 0
E_HOMO, hartree: -0.38034

Mulliken atomic charge list, values in e, 8 entries: C -0.4617; O -0.2988; C 0.8206; O -0.6493; O -0.3587; C -0.3138; H 0.3626; H 0.4515

---

Look up the E_HOMO of the second one. -0.38034 hartree